DFT (the ωB97M-V functional and the def2-TZVPD basis) results for a gas-phase ion, C2H5NO2P (charge -1).

- Relative energy (zero: lowest compared OMol25 entry of this formula, charge and spin): 9.4 kcal/mol
- Spin multiplicity: 1
- E_HOMO: -4.4 eV
- Total charge: -1
- F_max: 5.14 eV/Å

Last column: Löwdin charge in e.
Cartesian coordinates (Å):
P: -1.112 -0.097 -0.105  0.27
O: -1.388 -0.741 1.202  -0.41
O: -2.066 -0.044 -1.201  -0.40
N: -0.666 1.750 0.401  -0.13
C: 0.520 -0.534 -0.864  -0.22
C: 1.245 -1.039 0.120  -0.11
H: 2.288 -1.589 -0.023  0.07
H: -0.432 1.668 1.373  -0.05
H: 0.605 -0.412 -1.875  0.02
H: 0.866 -1.054 1.087  0.00
H: 0.140 2.093 -0.113  -0.04


DFT (the ωB97M-V functional and the def2-TZVPD basis) results for 14 unconnected molecules or ions with the total composition C4H36N2O15.

- Relative energy (zero: lowest compared OMol25 entry of this formula, charge and spin): 0.0 kcal/mol
- Spin multiplicity: 1
- E_HOMO: -9.9 eV
- Total charge: 0
- F_max: 1.37 eV/Å

Last column: Löwdin charge in e.
Cartesian coordinates (Å):
O: 3.175 1.834 2.742  -0.06
O: 3.596 0.689 -1.275  -0.08
O: 0.363 1.757 3.389  -0.06
O: -2.340 0.531 3.472  -0.08
O: -4.437 -1.887 0.388  -0.05
O: 1.733 -0.492 2.422  -0.09
O: -1.431 -3.270 -2.257  -0.10
O: 0.671 2.888 -3.383  -0.06
O: -3.474 -1.519 -2.114  -0.08
O: 0.935 -1.846 -2.456  -0.07
O: 2.757 2.823 0.219  -0.07
O: -0.798 -1.448 2.346  -0.01
O: 1.921 0.503 -3.457  -0.08
O: 0.260 2.582 -0.697  -0.10
O: 2.346 -1.442 -0.109  -0.07
N: -1.112 -0.701 0.185  0.14
N: -1.694 -2.842 0.815  0.16
C: -0.868 0.750 0.393  -0.29
C: -2.180 1.537 0.344  -0.03
C: -1.167 -1.623 1.176  -0.55
C: 0.028 1.187 -0.784  -0.21
H: 1.068 2.390 3.563  0.04
H: -1.921 2.596 0.261  0.09
H: -2.234 -2.742 -2.440  0.00
H: -0.413 0.942 1.364  0.11
H: 2.682 0.989 2.659  0.01
H: 2.423 0.525 -4.296  0.10
H: 3.137 2.125 -0.361  0.01
H: -0.645 -2.689 -2.363  -0.01
H: 2.834 -2.260 0.061  0.09
H: -1.728 1.242 3.717  0.02
H: -3.874 -1.683 -1.221  0.01
H: -2.797 1.356 1.230  0.07
H: 1.189 -1.000 -2.907  0.04
H: -4.254 -1.195 1.046  0.07
H: -2.771 1.286 -0.529  0.07
H: 0.963 0.637 -0.730  0.09
H: -1.743 -0.176 3.156  -0.01
H: -4.176 -1.341 -2.748  0.06
H: -1.713 -3.067 -0.189  0.08
H: 0.637 2.959 -2.392  0.04
H: -1.533 -3.608 1.446  0.12
H: 0.815 -0.811 2.567  0.03
H: 1.674 -1.664 -0.805  0.04
H: -0.462 1.033 -1.765  0.13
H: 1.372 -2.501 -3.027  0.09
H: 4.061 1.666 3.078  0.07
H: 3.045 0.708 -2.084  0.01
H: 3.261 -0.074 -0.765  0.01
H: 1.445 1.379 -3.422  0.03
H: 1.113 2.786 -0.223  0.07
H: 2.908 2.506 1.137  0.01
H: 1.918 -0.752 1.485  0.03
H: -1.527 -0.900 -0.714  0.11
H: 0.833 0.965 3.053  -0.01
H: -0.238 2.923 -3.705  0.07
H: -3.868 -2.633 0.632  0.04


DFT (the ωB97M-V functional and the def2-TZVPD basis) results for a molecular structure, C34H40N4O2P2Sn.

- Relative energy (zero: lowest compared OMol25 entry of this formula, charge and spin): 0.0 kcal/mol
- Spin multiplicity: 1
- E_HOMO: -8.3 eV
- Total charge: 0
- F_max: 2.59 eV/Å

Last column: Löwdin charge in e.
Cartesian coordinates (Å):
Sn: -0.579 -1.774 0.348  1.24
P: 1.273 -1.183 -8.563  1.04
P: -1.698 -0.646 -8.185  1.02
O: -1.067 0.047 1.832  -0.14
O: -1.278 -2.072 2.529  -0.19
N: 2.712 -0.219 -8.420  -0.29
N: -1.974 1.065 -7.905  -0.26
N: 2.054 -2.440 -9.546  -0.26
N: -3.368 -1.011 -8.539  -0.28
C: -1.060 -0.523 -9.932  -0.39
C: -1.947 3.035 -6.778  -0.09
C: 2.770 -3.744 -11.263  -0.09
C: 4.393 1.225 -8.891  -0.09
C: -1.367 0.943 4.584  -0.02
C: -3.874 -2.305 -8.312  -0.16
C: 2.236 -3.740 -9.050  -0.15
C: 1.033 2.591 -1.673  -0.19
C: -0.992 -0.351 4.193  -0.15
C: 2.404 -2.452 -10.899  -0.16
C: 3.536 0.278 -9.438  -0.13
C: 1.388 0.132 -2.127  -0.15
C: -0.998 1.440 5.837  -0.08
C: -1.829 1.658 -6.643  -0.14
C: 0.300 -0.050 -3.143  -0.20
C: -1.176 -0.807 2.789  -0.60
C: 4.093 1.315 -7.487  -0.10
C: -0.267 0.634 6.730  -0.08
C: -0.238 2.966 -0.852  -0.18
C: 3.070 0.421 -7.222  -0.15
C: 1.534 -1.498 0.951  -0.31
C: -5.390 -1.154 -9.560  -0.09
C: -1.291 1.914 -0.714  -0.12
C: -4.312 -0.314 -9.306  -0.13
C: -2.166 3.310 -8.168  -0.08
C: 1.622 1.240 -1.408  -0.11
C: -2.193 2.091 -8.829  -0.16
C: -0.301 -1.166 5.097  -0.02
C: -1.570 0.933 -1.579  -0.16
C: 2.672 -4.558 -10.085  -0.10
C: 0.089 -0.669 6.345  -0.08
C: -5.105 -2.417 -8.931  -0.10
C: 0.446 -0.215 -9.920  -0.38
C: -1.000 0.793 -2.966  -0.20
H: 0.834 2.739 -2.744  0.10
H: 2.004 -2.495 0.979  -0.01
H: 3.070 -4.065 -12.252  0.09
H: 0.671 -1.300 7.018  0.10
H: -1.770 0.289 -3.578  0.10
H: 0.044 -1.123 -3.208  0.10
H: -2.329 0.177 -1.308  0.08
H: 2.041 -3.947 -8.009  0.09
H: -1.268 -1.495 -10.410  0.09
H: 0.036 1.027 7.706  0.10
H: 3.443 -0.079 -10.451  0.09
H: -1.895 3.766 -5.983  0.09
H: 2.549 0.168 -6.310  0.08
H: 2.069 -0.870 0.226  -0.05
H: 2.060 -0.735 -2.030  0.10
H: 1.805 3.325 -1.385  0.11
H: -1.264 2.463 6.121  0.10
H: 0.628 0.856 -9.727  0.09
H: -0.812 1.777 -3.424  0.10
H: 2.376 -1.552 -11.494  0.08
H: -2.364 1.880 -9.874  0.09
H: -2.297 4.280 -8.629  0.09
H: 5.135 1.799 -9.430  0.09
H: -0.052 -2.182 4.792  0.12
H: -5.731 -3.299 -8.957  0.09
H: 2.334 1.214 -0.570  0.11
H: -1.852 1.980 0.226  0.10
H: -1.927 1.555 3.876  0.12
H: -6.272 -0.906 -10.136  0.09
H: 2.902 -5.611 -10.015  0.09
H: 1.555 -1.035 1.948  0.00
H: -0.661 3.879 -1.302  0.12
H: 0.068 3.264 0.164  0.11
H: 0.701 0.200 -4.142  0.10
H: 4.566 1.976 -6.775  0.09
H: -3.293 -3.006 -7.734  0.09
H: -4.149 0.713 -9.589  0.08
H: -1.674 1.037 -5.773  0.07
H: -1.607 0.233 -10.509  0.06
H: 0.881 -0.444 -10.900  0.06


DFT (the ωB97M-V functional and the def2-TZVPD basis) results for 4 unconnected molecules or ions with the total composition C30H62N2O14PS.

- Spin multiplicity: 1
- E_HOMO: -4.5 eV
- Total charge: -1
- F_max: 4.19 eV/Å

Last column: Löwdin charge in e.
Cartesian coordinates (Å):
S: -1.315 0.532 0.392  0.84
P: -2.639 -4.052 0.532  0.64
O: -4.230 9.271 -0.309  0.12
O: -1.350 -5.185 -5.227  0.13
O: -0.596 -2.844 3.231  -0.08
O: -3.035 -3.733 -1.086  -0.21
O: 0.136 6.046 3.821  0.03
O: -0.727 -4.972 2.899  -0.03
O: 4.419 -2.848 -2.036  -0.21
O: -6.207 9.513 -1.390  0.04
O: -0.299 8.256 4.080  0.12
O: -3.714 -3.369 1.582  -0.16
O: -5.888 10.610 0.449  0.00
O: -1.842 -2.978 -5.239  0.00
O: 0.097 7.307 2.064  0.01
O: -0.078 -3.647 -6.302  0.03
N: -0.520 -2.172 0.465  -0.19
N: -2.846 -5.600 0.686  -0.16
C: 5.686 -3.281 0.022  -0.15
C: 0.176 -5.503 -7.865  -0.07
C: 1.967 -2.440 1.221  -0.17
C: -5.329 9.752 -0.413  -0.60
C: -0.042 7.298 3.394  -0.60
C: -0.680 -3.835 2.412  -0.69
C: 0.801 -4.682 -6.754  -0.21
C: -5.088 10.872 1.603  -0.04
C: 1.028 -5.503 0.524  -0.37
C: -1.461 5.895 5.660  -0.07
C: 0.724 -1.560 0.920  -0.24
C: -3.040 -3.283 -4.517  -0.03
C: 0.516 -6.979 0.806  -0.09
C: -1.691 -1.285 0.509  -0.47
C: 5.755 -2.959 -1.534  -0.22
C: 0.273 1.999 2.109  -0.18
C: -5.800 7.155 -1.880  -0.07
C: 4.143 -2.297 2.519  -0.20
C: -0.811 -3.556 0.874  -0.32
C: -1.085 1.168 2.102  -0.51
C: 6.101 -1.977 0.791  -0.22
C: 4.078 -1.502 -2.357  -0.12
C: 5.650 -1.934 2.289  -0.21
C: -0.007 5.842 5.232  -0.21
C: 2.228 -5.686 -0.502  -0.09
C: -1.110 -4.052 -5.553  -0.60
C: 3.138 -1.441 1.627  -0.16
C: -0.044 -4.558 -0.097  -0.14
C: -5.780 8.581 -2.394  -0.21
C: -0.171 8.574 1.463  -0.04
H: -2.160 -1.393 1.517  0.08
H: 1.868 -3.142 2.069  0.11
H: -5.091 7.016 -1.064  0.07
H: 2.681 -0.701 2.322  0.11
H: 2.969 -1.426 -2.425  0.09
H: -5.020 9.975 2.220  0.10
H: 2.301 -2.906 0.267  0.09
H: 0.522 -1.002 1.874  0.10
H: -3.735 -3.822 -5.161  0.10
H: 4.486 -1.232 -3.360  0.09
H: 6.401 -4.095 0.293  0.11
H: -6.788 6.903 -1.489  0.08
H: 1.080 -0.860 0.118  0.11
H: 7.212 -1.917 0.776  0.11
H: -2.403 -1.426 -0.335  0.06
H: 6.331 -2.008 -1.661  0.11
H: -3.497 -2.340 -4.222  0.10
H: -2.824 -3.859 -3.619  0.08
H: 2.886 -4.793 -0.566  0.04
H: 6.270 -3.803 -2.052  0.12
H: 4.647 -3.614 0.216  0.08
H: 0.885 -6.240 -8.246  0.08
H: 0.479 -3.913 -0.846  0.11
H: 0.318 -7.156 1.885  0.07
H: -0.711 -6.033 -7.516  0.07
H: -2.055 5.182 5.086  0.08
H: -1.064 0.348 2.859  0.08
H: -4.797 8.858 -2.778  0.12
H: -1.984 -6.055 0.977  -0.05
H: -0.394 -7.201 0.192  0.07
H: 0.072 8.496 0.405  0.09
H: 0.894 1.656 1.255  0.04
H: -1.231 8.814 1.560  0.10
H: -5.584 11.653 2.176  0.09
H: 0.042 3.078 1.963  0.06
H: -1.896 1.881 2.354  0.05
H: 1.267 -7.747 0.499  0.06
H: -4.095 11.221 1.324  0.09
H: 0.868 1.839 3.032  0.06
H: 1.692 -4.182 -7.136  0.12
H: 1.115 -5.309 -5.917  0.13
H: -1.558 5.666 6.723  0.08
H: -4.241 -2.688 1.125  0.07
H: -0.726 -5.202 -0.708  0.10
H: 4.424 -0.755 -1.608  0.08
H: 1.874 -6.029 -1.498  0.08
H: -5.542 6.455 -2.675  0.08
H: 6.255 -2.712 2.825  0.11
H: 0.604 6.557 5.786  0.12
H: 1.474 -5.163 1.481  0.11
H: -1.891 6.881 5.485  0.07
H: 0.390 4.848 5.439  0.12
H: 3.842 -2.285 3.588  0.12
H: 4.011 -3.357 2.180  0.09
H: -2.165 -3.558 -1.493  0.04
H: -6.487 8.675 -3.218  0.12
H: 0.443 9.358 1.904  0.09
H: -0.143 -4.857 -8.686  0.08
H: 5.665 -1.107 0.249  0.08
H: 5.817 -0.931 2.756  0.11
H: 3.639 -0.997 0.746  0.09
H: 2.864 -6.500 -0.069  0.07


DFT (the ωB97M-V functional and the def2-TZVPD basis) results for a molecular structure, C38H32Cl6CsN6O.

- Relative energy (zero: lowest compared OMol25 entry of this formula, charge and spin): 10.5 kcal/mol
- Spin multiplicity: 1
- E_HOMO: -4.7 eV
- Total charge: -1
- F_max: 0.61 eV/Å

Last column: Löwdin charge in e.
Cartesian coordinates (Å):
Cs: 0.186 -0.298 -0.063  0.96
Cl: 6.132 -0.647 -4.420  0.62
Cl: 5.033 0.313 -1.660  0.59
Cl: -7.916 -2.733 5.666  0.66
Cl: 4.256 -2.102 -6.430  0.62
Cl: 0.119 -1.744 -2.942  0.41
Cl: 1.282 -2.631 -5.692  0.63
O: -5.618 1.820 -0.631  -0.01
N: 1.306 5.840 9.448  0.14
N: -1.220 0.662 2.598  0.00
N: -4.783 -2.078 -0.071  0.11
N: 1.546 1.480 1.670  -0.11
N: -4.782 -0.753 0.187  -0.12
N: -2.775 -1.187 -0.525  0.01
C: -5.945 -0.067 0.697  -0.05
C: -2.795 0.600 4.253  -0.11
C: 2.634 -0.718 -2.393  -0.21
C: 3.639 -1.580 -4.896  -0.71
C: 2.738 2.900 3.028  -0.04
C: -6.640 0.876 -0.302  -0.42
C: -9.185 -1.205 2.208  -0.04
C: 1.472 2.492 5.999  -0.01
C: 2.703 1.747 1.119  -0.21
C: 1.505 2.166 2.870  -0.28
C: -6.004 -0.124 -2.573  -0.03
C: -8.222 -1.646 4.349  -0.67
C: -0.800 1.449 3.657  -0.28
C: 3.944 -0.515 -2.772  -0.73
C: -8.706 0.099 2.234  -0.24
C: 0.127 4.902 6.302  -0.02
C: -7.742 -0.347 4.411  -0.09
C: 4.478 -0.923 -3.992  -0.72
C: -8.133 1.111 -2.346  -0.05
C: -7.161 0.180 -1.606  -0.49
C: -2.394 0.169 2.966  -0.22
C: -7.875 -1.145 -1.309  -0.03
C: -3.558 -2.291 -0.507  -0.21
C: 0.619 2.937 4.992  -0.20
C: 2.306 -1.818 -4.565  -0.73
C: 1.653 3.233 7.153  -0.02
C: 0.979 4.446 7.308  -0.24
C: 3.495 2.629 1.921  -0.08
C: 1.874 -1.373 -3.316  -0.67
C: -3.575 -0.238 -0.096  -0.19
C: -0.050 4.146 5.158  -0.01
C: -7.700 1.695 0.480  -0.11
C: -8.947 -2.084 3.255  -0.10
C: 0.430 2.132 3.749  -0.06
C: 1.160 5.217 8.493  -0.20
C: -1.780 1.421 4.695  -0.06
C: -8.954 1.051 1.088  -0.13
C: -7.992 0.514 3.356  -0.04
H: 4.481 3.002 1.692  0.09
H: -7.182 -1.882 -0.903  0.07
H: -3.217 -3.271 -0.796  0.11
H: -2.935 -0.511 2.319  0.07
H: 2.981 1.310 0.166  0.05
H: -9.555 0.558 0.326  0.09
H: -1.729 1.922 5.650  0.10
H: 1.993 1.553 5.866  0.13
H: -9.316 -3.100 3.223  0.11
H: 3.000 3.539 3.857  0.10
H: -3.333 0.802 0.048  0.14
H: 2.312 2.882 7.935  0.12
H: -3.697 0.330 4.782  0.07
H: -7.613 1.529 3.411  0.12
H: -9.058 1.275 -1.792  0.08
H: -8.397 0.665 -3.306  0.09
H: -5.617 0.549 1.537  0.14
H: -5.966 2.439 -1.283  0.10
H: -8.282 -1.551 -2.237  0.09
H: -7.146 2.192 1.279  0.12
H: -9.568 1.877 1.462  0.12
H: -0.715 4.488 4.375  0.13
H: -6.418 -0.558 -3.485  0.09
H: -5.459 0.778 -2.849  0.09
H: -6.625 -0.823 1.075  0.12
H: -7.688 2.087 -2.563  0.09
H: -0.390 5.845 6.425  0.12
H: -7.178 -0.021 5.274  0.11
H: -5.295 -0.842 -2.169  0.07
H: -9.752 -1.551 1.351  0.11
H: -8.019 2.502 -0.185  0.11
H: -8.700 -1.024 -0.611  0.05